[1]
Molecular formula: C5H7NO
Method: DFT, ωB97M-V/def2-TZVPD

```
14
Properties=species:S:1:pos:R:3:nbo_charge:R:1
O 2.61 0.13 1.63 -0.657
N -2.17 -0.12 1.11 -0.536
C -0.91 0.38 0.49 -0.266
C -2.28 0.44 -0.19 -0.180
C -0.10 -0.65 -0.11 0.001
C 1.30 -0.44 -0.37 -0.487
C 2.42 -0.09 0.31 0.216
H 1.60 -0.86 -1.33 0.248
H 1.82 -0.10 2.13 0.487
H 3.38 -0.09 -0.20 0.182
H -0.56 1.33 0.91 0.197
H -2.43 -0.21 -1.05 0.217
H -2.12 -1.14 1.02 0.369
H -2.74 1.42 -0.25 0.209
```

Properties
Charge ... 0
LUMO energy ... -0.0136 Ha
HOMO ... -7.8221 eV
Maximum force ... 0.504 eV/Å
Kohn-Sham gap ... 7.45 eV
ΔE to the lowest compared entry with this formula, charge and spin ... 503.6 kJ/mol
Energy ... -8830.983 eV

***

[2]
Molecular formula: C16H44F6O14PS6
Method: DFT, ωB97M-V/def2-TZVPD

```
87
Properties=species:S:1:pos:R:3:mulliken_spin:R:1
S 4.64 2.69 -0.63 0.000
S -0.27 5.11 0.11 0.187
S -4.15 -0.30 -3.00 0.000
S -2.67 -3.06 4.43 0.000
S 1.26 -4.87 2.97 0.000
S -0.20 -0.80 -5.29 0.000
P 0.48 -0.30 0.14 0.001
F 0.76 -1.80 -0.50 0.000
F -1.16 -0.59 0.37 0.000
F 0.39 1.28 0.59 0.000
F 2.07 0.00 -0.05 0.000
F 0.17 0.22 -1.44 0.000
F 0.78 -0.80 1.65 0.000
O 0.96 -0.46 -6.21 0.000
O -1.03 -2.62 4.52 0.000
O -0.99 6.02 -0.90 0.680
O 3.71 3.26 -1.94 0.000
O 5.08 1.33 -0.93 0.000
O -4.38 1.24 -2.37 0.000
O 0.66 -4.96 4.28 0.000
O -5.45 -1.04 -2.99 0.000
O -3.37 -0.22 -4.18 0.000
O 5.66 3.67 -0.26 0.000
O 1.92 -6.06 2.36 0.000
O -3.39 -3.12 5.71 0.000
O 2.41 -3.70 3.12 0.000
O -2.81 -4.24 3.58 0.000
C -1.36 -1.86 -6.29 0.000
C 0.31 -2.01 -4.04 0.000
C -3.28 2.97 -3.42 0.000
C 3.30 2.85 0.45 0.011
C 4.11 -2.08 2.41 0.000
C -0.56 -2.00 5.61 0.000
C -2.98 -1.15 -1.75 0.000
C 3.40 -3.42 2.14 0.000
C 1.75 2.95 -3.49 -0.001
C 0.85 -1.68 5.41 0.000
C 0.03 -4.02 1.82 0.000
C -3.25 2.00 -2.24 0.000
C 2.99 2.31 -2.73 0.000
C -3.33 -1.66 3.49 0.000
C -1.58 3.97 0.78 0.074
C 0.09 6.04 1.64 0.058
H 0.92 -1.13 4.47 0.000
H -0.67 -3.34 2.28 0.000
H -2.43 4.54 1.16 0.000
H 3.53 2.68 1.51 0.001
H -3.25 -0.75 -0.77 0.000
H 1.09 3.50 -2.80 0.000
H 0.49 7.02 1.38 0.002
H 1.30 2.12 -4.02 0.000
H -0.50 -4.88 1.41 0.000
H -0.45 -2.51 -3.45 0.000
H 1.45 -2.58 5.31 0.000
H 3.73 1.89 -3.40 0.000
H 2.96 -3.34 1.15 0.000
H -0.65 -2.59 6.52 0.000
H 1.00 -2.73 -4.48 0.000
H 4.37 -1.75 3.41 0.000
H -2.79 -1.60 2.55 0.000
H 1.30 -1.09 6.21 0.000
H -2.40 -1.57 -6.13 0.000
H -4.32 -1.88 3.09 0.000
H -3.21 2.57 -1.31 -0.001
H -2.51 3.75 -3.36 -0.001
H -1.90 3.13 0.17 -0.006
H 2.57 2.12 0.12 -0.007
H -4.28 3.39 -3.38 0.000
H -1.19 3.53 1.70 0.003
H -1.06 -1.05 5.82 0.000
H -3.26 -0.73 4.05 0.000
H -1.34 -2.95 -6.25 0.000
H 3.99 -4.33 2.06 0.000
H -3.25 2.42 -4.36 0.000
H 3.05 3.91 0.34 -0.002
H 5.01 -2.18 1.80 0.000
H 0.95 -1.35 -3.45 0.000
H -1.91 -1.05 -1.92 0.000
H -3.17 -2.22 -1.77 0.000
H -2.31 1.45 -2.35 0.000
H 2.64 1.49 -2.10 0.000
H 2.03 3.76 -4.16 0.000
H 0.85 5.50 2.21 -0.006
H 3.55 -1.27 1.95 0.000
H 0.50 -3.53 0.96 0.000
H -1.23 -1.70 -7.36 0.000
H -0.81 6.24 2.23 0.006
```

Properties
Charge ... 0
LUMO energy (spin up / spin down) ... -0.0798 / -0.2506 Ha
HOMO (spin up / spin down) ... -8.6371 / -8.6371 eV
2S+1 ... 2
Maximum force ... 5.452 eV/Å
Kohn-Sham gap (spin up / spin down) ... 6.47 / 1.82 eV
Energy ... -136571.737 eV
⟨S²⟩ ... 0.757

***

[3]
Molecular formula: C6H19N5
Method: DFT, ωB97M-V/def2-TZVPD

```
30
Properties=species:S:1:pos:R:3:nbo_charge:R:1
N 0.16 0.86 1.80 -0.326
N 0.58 -0.34 0.62 -0.199
N 0.56 2.67 0.36 -0.643
N 0.89 2.04 1.60 -0.129
N 1.38 -1.19 1.45 -0.692
C -2.87 -0.43 -1.00 -0.603
C 0.34 -1.07 -2.31 -0.609
C 2.28 1.99 1.64 -0.436
C -0.09 -1.83 -1.12 -0.396
C -0.63 -1.01 0.07 -0.062
C -1.60 0.02 -0.36 -0.423
H 0.40 -1.87 -3.02 0.216
H 0.72 -2.48 -0.84 0.198
H -1.82 0.55 0.48 0.229
H 0.86 -1.84 2.08 0.328
H -3.54 -0.96 -0.28 0.203
H 2.57 3.10 1.43 0.218
H 0.52 0.59 2.63 0.340
H 0.77 2.05 -0.39 0.329
H -3.43 0.49 -1.33 0.217
H -1.05 0.69 -1.05 0.185
H -0.30 -0.30 -2.51 0.201
H 1.93 -1.77 0.84 0.352
H -0.94 -2.40 -1.56 0.199
H 2.72 1.68 2.53 0.200
H 2.78 1.47 0.76 0.172
H -1.26 -1.64 0.82 0.173
H -0.42 2.59 0.41 0.348
H 1.28 -0.52 -2.02 0.205
H -2.78 -1.15 -1.73 0.201
```

Properties
Charge ... 0
LUMO energy ... 0.0359 Ha
HOMO ... -8.1097 eV
Maximum force ... 5.117 eV/Å
Kohn-Sham gap ... 9.09 eV
ΔE to the lowest compared entry with this formula, charge and spin ... 54.9 kJ/mol
Energy ... -13975.178 eV
SMILES ... CCC(CC)N(N)NN(C)N

***

[4]
Molecular formula: C3H3FO2Yb
Method: DFT, ωB97M-V/def2-TZVPD

```
10
Properties=species:S:1:pos:R:3:nbo_charge:R:1
Yb 2.71 0.50 1.11 2.007
F -2.23 0.95 -0.93 -0.185
O -0.85 0.10 0.64 -0.342
O 0.37 -0.54 -1.02 -0.290
C -0.96 -1.05 -1.33 -0.153
C -1.82 -0.21 -0.39 0.426
C 0.29 -0.41 0.27 0.610
H -2.67 -0.72 0.07 0.281
H -0.90 -2.12 -0.94 0.311
H -1.14 -0.87 -2.39 0.336
```

Properties
Charge ... +3
LUMO energy (spin up / spin down) ... -0.5585 / -0.7132 Ha
HOMO (spin up / spin down) ... -25.6576 / -25.2391 eV
2S+1 ... 2
Maximum force ... 4.693 eV/Å
Kohn-Sham gap (spin up / spin down) ... 10.46 / 5.83 eV
Energy ... -41461.891 eV
⟨S²⟩ ... 0.758